Model P:
Formula: C2H6OS2
Source: the OMol25 dataset
Level of theory: the ωB97M-V functional and the def2-TZVPD basis

Last columns: bonded neighbours and bond lengths (Å).
Geometry (Å):
1 O -1.82 0.44 1.57  C2 1.244
2 C -1.41 1.52 1.10  O1 1.244, H3 1.109, H4 1.159
3 H -0.35 1.85 1.14  C2 1.109
4 H -2.08 2.25 0.50  C2 1.159
5 C 0.63 -0.86 -1.66  S6 1.868, H8 1.112, H9 1.077, H10 1.107
6 S 1.26 0.11 -0.20  C5 1.868, S7 2.046
7 S 1.76 -0.84 1.55  S6 2.046, H11 1.343
8 H -0.30 -1.44 -1.48  C5 1.112
9 H 1.43 -1.49 -2.02  C5 1.077
10 H 0.29 -0.15 -2.43  C5 1.107
11 H 0.59 -1.38 1.94  S7 1.343

Summary:
2S+1 = 2
Gap between HOMO and LUMO (spin up / spin down) = 8.9 / 5.4 eV
Highest occupied orbital energy (spin up / spin down) = -14.248 / -14.156 eV
Total charge = +1
<S²> = 0.76

Charges computed using Mulliken, reported in e:
1 O -0.373
2 C -0.083
3 H 0.256
4 H 0.254
5 C -0.681
6 S 0.250
7 S 0.096
8 H 0.329
9 H 0.341
10 H 0.322
11 H 0.288

---

Model Q:
Formula: C2H6OS2
Source: the OMol25 dataset
Level of theory: the ωB97M-V functional and the def2-TZVPD basis

Last columns: bonded neighbours and bond lengths (Å).
Geometry (Å):
1 O -1.66 -1.24 -0.23  C2 1.192
2 C -1.92 -0.65 0.77  O1 1.192, H3 1.097, H4 1.113
3 H -2.31 -1.13 1.67  C2 1.097
4 H -1.77 0.45 0.90  C2 1.113
5 C 1.12 0.44 -1.70  S6 1.884, H8 1.082, H9 1.090, H10 1.085
6 S 1.05 -0.19 0.07  C5 1.884, S7 2.124
7 S 1.38 -0.23 2.17  S6 2.124, H11 1.382
8 H 0.41 1.25 -1.73  C5 1.082
9 H 0.94 -0.37 -2.41  C5 1.090
10 H 2.14 0.78 -1.85  C5 1.085
11 H 0.60 0.90 2.33  S7 1.382

Summary:
2S+1 = 2
Gap between HOMO and LUMO (spin up / spin down) = 6.8 / 6.0 eV
Highest occupied orbital energy (spin up / spin down) = -14.249 / -14.183 eV
Total charge = +1
<S²> = 0.76

Charges computed using Mulliken, reported in e:
1 O -0.373
2 C -0.207
3 H 0.282
4 H 0.346
5 C -0.602
6 S 0.248
7 S 0.060
8 H 0.281
9 H 0.327
10 H 0.364
11 H 0.274

---

Stability check: which of them is most stable? model P.

---

Model P:
Formula: C3H8NO4
Source: the OMol25 dataset
Level of theory: the ωB97M-V functional and the def2-TZVPD basis

Last columns: bonded neighbours and bond lengths (Å).
Geometry (Å):
1 C -0.90 -0.46 -1.55  C2 1.522, N4 1.423, H8 1.090, H9 1.103
2 C 0.24 0.06 -2.41  C1 1.522, O3 1.423, H10 1.099, H11 1.098
3 O 1.24 -0.94 -2.60  C2 1.423, H12 0.967
4 N -0.99 0.07 -0.23  C1 1.423, C5 1.428, H13 1.008
5 C -0.17 -0.48 0.81  N4 1.428, O6 1.255, O7 1.249
6 O -0.19 0.15 1.89  C5 1.255
7 O 0.46 -1.51 0.49  C5 1.249
8 H -0.73 -1.53 -1.48  C1 1.090
9 H -1.83 -0.29 -2.11  C1 1.103
10 H -0.12 0.36 -3.41  C2 1.099
11 H 0.70 0.98 -2.03  C2 1.098
12 H 1.39 -1.36 -1.74  O3 0.967
13 H -1.33 1.01 -0.08  N4 1.008
14 H -0.14 1.77 3.45  O16 0.969
15 H 0.43 2.35 2.20  O16 0.965
16 O 0.33 2.56 3.13  H14 0.969, H15 0.965

Summary:
Gap between HOMO and LUMO = 8.5 eV
Highest occupied orbital energy = -4.688 eV
Total charge = -1

Charges computed using Mulliken, reported in e:
1 C -0.808
2 C -0.240
3 O -0.559
4 N -0.178
5 C 0.462
6 O -0.758
7 O -0.742
8 H 0.451
9 H 0.312
10 H 0.263
11 H 0.234
12 H 0.336
13 H 0.207
14 H 0.358
15 H 0.327
16 O -0.665

---

Model Q:
Formula: C3H8NO4
Source: the OMol25 dataset
Level of theory: the ωB97M-V functional and the def2-TZVPD basis

Last columns: bonded neighbours and bond lengths (Å).
Geometry (Å):
1 C -1.01 1.54 -0.09  C2 1.547, N4 1.433, H8 1.093, H9 1.098
2 C -1.79 0.91 -1.27  C1 1.547, O3 1.428, H10 1.094, H11 1.092
3 O -1.61 -0.51 -1.41  C2 1.428, H12 0.978
4 N 0.20 0.92 0.35  C1 1.433, C5 1.433, H13 1.012
5 C 0.15 -0.36 0.99  N4 1.433, O6 1.253, O7 1.250
6 O 1.27 -0.93 1.12  C5 1.253
7 O -0.97 -0.78 1.33  C5 1.250
8 H -1.72 1.58 0.75  C1 1.093
9 H -0.86 2.60 -0.34  C1 1.098
10 H -2.85 1.08 -1.10  C2 1.094
11 H -1.48 1.29 -2.24  C2 1.092
12 H -1.57 -0.86 -0.50  O3 0.978
13 H 0.96 0.97 -0.32  N4 1.012
14 H 3.40 -1.72 -0.37  O16 0.963
15 H 2.53 -0.63 0.07  O16 1.004
16 O 3.30 -0.78 -0.56  H14 0.963, H15 1.004

Summary:
Gap between HOMO and LUMO = 8.9 eV
Highest occupied orbital energy = -4.950 eV
Total charge = -1

Charges computed using Mulliken, reported in e:
1 C -0.621
2 C -0.360
3 O -0.569
4 N -0.241
5 C 0.620
6 O -0.835
7 O -0.790
8 H 0.334
9 H 0.335
10 H 0.232
11 H 0.288
12 H 0.373
13 H 0.206
14 H 0.271
15 H 0.480
16 O -0.724

---

Stability check: which of them is most stable? model Q.